No. 1
The following is a quantum chemistry calculation of a cluster of 13 separate species, C6H35NO13 in total in a non-equilibrium geometry, from the OMol25 dataset.

XYZ file:
```
55
C6H35NO13 ωB97M-V/def2-TZVPD
C 1.5386 -1.9457 -0.7979
N 0.5558 -1.4595 0.0227
C -0.6682 -2.2489 0.2749
C -1.8498 -1.2725 0.3784
C -1.1817 0.1217 0.4970
C 0.2615 -0.0148 -0.1094
C 1.2319 0.9692 0.5949
O 2.3130 -1.2439 -1.4273
H 1.5753 -3.0405 -0.8077
H -0.7197 -2.9771 -0.5414
H -0.4605 -2.6706 1.2836
H -2.5320 -1.3771 -0.4501
H -2.4620 -1.5004 1.2883
H -1.1473 0.6067 1.4803
H -1.6618 0.8593 -0.1442
H 0.3331 0.3349 -1.1296
H 1.2432 1.9366 0.1100
H 0.8215 1.3070 1.5684
H 2.2868 0.5925 0.8157
H 2.5131 3.4838 -3.1330
H 2.5173 2.4321 -2.0041
O 1.9670 3.1830 -2.4008
H 2.1348 -0.7332 1.7214
H 3.1051 -1.6785 2.6873
O 2.2551 -1.2629 2.5309
H -1.3883 -0.7466 3.6656
H -2.0212 -1.7631 4.6116
O -2.2478 -1.1049 3.9463
H 3.2865 0.3091 -1.3323
H 4.4011 1.4026 -1.5188
O 3.4525 1.2674 -1.4251
H -0.5850 3.1957 -1.2175
H -1.0416 2.7851 0.2690
O -1.3278 3.0255 -0.6250
H -2.2198 -0.6274 -3.1383
H -3.0264 -1.9742 -3.3397
O -2.3916 -1.5156 -2.7723
H 0.1191 -3.4436 -3.4689
H -0.8841 -2.3183 -2.8569
O 0.0068 -2.7334 -2.8299
H 1.1903 -0.7195 3.4713
H 0.8520 -1.1361 4.8335
O 0.4684 -0.5524 4.1649
H -2.2917 3.5499 2.2769
H -1.6154 2.4440 3.1345
O -1.5707 2.9139 2.2769
H -2.1737 0.6804 4.2365
H -0.7331 1.2016 4.4731
O -1.6611 1.4291 4.6216
H -0.7891 0.9509 -3.4105
H -1.7807 1.7038 -2.5694
O -1.7512 1.1815 -3.3851
H 1.6109 0.0371 -3.8162
H 0.6056 -1.0565 -3.2025
O 0.6999 -0.2449 -3.7338
```

The LUMO energy is 0.0030 Ha. The HOMO energy is -9.5229 eV. For the molar mass, the calculation gives 329.34 g mol⁻¹. The calculation puts the energy above the lowest of the compared OMol25 structures with the same formula, charge and spin at 10.0 kcal/mol. For the HOMO-LUMO gap, the calculation gives 9.604 eV.

Löwdin atomic charges, in units of e:
1. C -0.319
2. N -0.050
3. C -0.123
4. C -0.126
5. C -0.103
6. C -0.270
7. C -0.040
8. O -0.004
9. H 0.141
10. H 0.104
11. H 0.125
12. H 0.077
13. H 0.107
14. H 0.085
15. H 0.087
16. H 0.119
17. H 0.070
18. H 0.080
19. H 0.087
20. H 0.021
21. H -0.016
22. O -0.108
23. H 0.023
24. H 0.086
25. O -0.026
26. H -0.003
27. H 0.060
28. O -0.067
29. H 0.027
30. H 0.074
31. O -0.058
32. H 0.036
33. H -0.003
34. O -0.061
35. H 0.029
36. H 0.078
37. O -0.047
38. H 0.076
39. H 0.012
40. O -0.069
41. H 0.001
42. H 0.061
43. O -0.096
44. H 0.054
45. H -0.003
46. O -0.069
47. H 0.026
48. H 0.023
49. O -0.074
50. H 0.024
51. H 0.025
52. O -0.067
53. H 0.049
54. H -0.004
55. O -0.056


No. 2
The following is a quantum chemistry calculation of an isolated molecule of C3H6O2, from the OMol25 dataset.

XYZ file:
```
11
C3H6O2 ωB97M-V/def2-TZVPD
C 0.8191 1.4728 -0.6146
O -0.2899 0.5983 -0.5055
C -0.0698 -0.4754 0.3219
C -1.1443 -1.4316 0.5200
O 0.0046 -1.7478 -0.2748
H 0.9326 2.0762 0.2974
H 1.7548 0.9319 -0.8057
H 0.6158 2.1383 -1.4557
H -1.2355 -1.9743 1.4590
H 0.6782 -0.2977 1.0990
H -2.0656 -1.2907 -0.0409
```

The LUMO energy is 0.0403 Ha. The HOMO energy is -10.0575 eV. For the molar mass, the calculation gives 74.08 g mol⁻¹. The calculation puts the energy above the lowest of the compared OMol25 structures with the same formula, charge and spin at 52.9 kcal/mol. For the HOMO-LUMO gap, the calculation gives 11.155 eV.

Löwdin atomic charges, in units of e:
1. C -0.088
2. O -0.098
3. C -0.399
4. C -0.078
5. O -0.001
6. H 0.090
7. H 0.095
8. H 0.090
9. H 0.110
10. H 0.159
11. H 0.118


No. 3
The following is a quantum chemistry calculation of a cluster of 2 separate species, C6H14NO in total in a non-equilibrium geometry, from the OMol25 dataset.

XYZ file:
```
22
C6H14NO ωB97M-V/def2-TZVPD
C 2.1574 -0.5785 -2.2945
C 1.0894 -1.5750 -1.8067
C 0.7682 -1.4777 -0.3034
C -0.3183 -0.5337 0.0000
C -1.2522 -0.5221 0.9395
N -2.0441 0.6332 1.1475
C -2.6616 0.8485 2.2323
H 3.1411 -0.9404 -1.9849
H 1.9729 0.4291 -1.9206
H 2.1916 -0.6507 -3.3841
H 1.4275 -2.5974 -1.9851
H 0.1611 -1.4252 -2.3678
H 1.6473 -1.1811 0.2596
H 0.5459 -2.4869 0.0432
H -0.2873 0.3827 -0.6096
H -1.4825 -1.3599 1.5735
H -2.1523 1.3230 0.4083
H -2.5883 0.1226 3.0220
H -3.3074 1.7240 2.3242
H 0.7027 3.1690 2.2744
H -0.0537 3.7522 1.0255
O 0.3426 2.9443 1.4070
```

The LUMO energy is -0.1785 Ha. The HOMO energy is -14.0380 eV. For the molar mass, the calculation gives 116.18 g mol⁻¹. Its net charge is +1. The calculation puts the energy above the lowest of the compared OMol25 structures with the same formula, charge and spin at 31.8 kcal/mol. For the HOMO-LUMO gap, the calculation gives 9.181 eV.

Löwdin atomic charges, in units of e:
1. C -0.095
2. C -0.248
3. C -0.190
4. C -0.045
5. C -0.073
6. N 0.046
7. C 0.168
8. H 0.078
9. H 0.072
10. H 0.077
11. H 0.111
12. H 0.108
13. H 0.133
14. H 0.123
15. H 0.136
16. H 0.137
17. H 0.182
18. H 0.123
19. H 0.131
20. H 0.045
21. H 0.053
22. O -0.074